No. 1
{
  "formula": "C89H201N9O16",
  "method": "ωB97M-V with the def2-TZVPD basis set",
  "largest_force_ev_per_a": 3.54,
  "energy_ev": -141711.081,
  "symbols": ["O", "H", "H", "O", "H", "H", "O", "H", "H", "C", "C", "O", "H", "H", "H", "H", "H", "H", "C", "C", "O", "H", "H", "H", "H", "H", "H", "C", "C", "O", "H", "H", "H", "H", "H", "H", "C", "C", "O", "H", "H", "H", "H", "H", "H", "C", "C", "C", "C", "C", "C", "N", "O", "C", "C", "C", "H", "H", "H", "H", "H", "H", "H", "H", "H", "H", "H", "H", "H", "H", "H", "H", "H", "H", "H", "C", "C", "C", "C", "C", "C", "N", "O", "C", "C", "C", "H", "H", "H", "H", "H", "H", "H", "H", "H", "H", "H", "H", "H", "H", "H", "H", "H", "H", "H", "C", "C", "C", "C", "C", "C", "N", "O", "C", "C", "C", "H", "H", "H", "H", "H", "H", "H", "H", "H", "H", "H", "H", "H", "H", "H", "H", "H", "H", "H", "C", "C", "C", "C", "C", "C", "N", "O", "C", "C", "C", "H", "H", "H", "H", "H", "H", "H", "H", "H", "H", "H", "H", "H", "H", "H", "H", "H", "H", "H", "C", "C", "C", "C", "C", "C", "N", "O", "C", "C", "C", "H", "H", "H", "H", "H", "H", "H", "H", "H", "H", "H", "H", "H", "H", "H", "H", "H", "H", "H", "C", "C", "C", "C", "C", "C", "N", "O", "C", "C", "C", "H", "H", "H", "H", "H", "H", "H", "H", "H", "H", "H", "H", "H", "H", "H", "H", "H", "H", "H", "C", "C", "C", "C", "C", "C", "N", "O", "C", "C", "C", "H", "H", "H", "H", "H", "H", "H", "H", "H", "H", "H", "H", "H", "H", "H", "H", "H", "H", "H", "C", "C", "C", "C", "C", "C", "N", "O", "C", "C", "C", "H", "H", "H", "H", "H", "H", "H", "H", "H", "H", "H", "H", "H", "H", "H", "H", "H", "H", "H", "C", "C", "C", "C", "C", "C", "N", "O", "C", "C", "C", "H", "H", "H", "H", "H", "H", "H", "H", "H", "H", "H", "H", "H", "H", "H", "H", "H", "H", "H"],
  "positions_angstrom": [[3.228, 0.868, 4.239], [4.185, 0.750, 4.210], [3.169, 1.760, 4.589], [1.755, -1.494, 4.922], [2.379, -2.250, 4.931], [2.225, -0.633, 5.011], [-2.011, 2.671, 0.228], [-2.969, 2.858, 0.404], [-1.736, 1.717, 0.080], [5.024, 3.374, 2.382], [6.225, 2.943, 3.221], [5.992, 1.639, 3.665], [5.108, 4.487, 2.194], [4.065, 3.236, 2.858], [4.959, 2.843, 1.389], [6.307, 3.622, 4.049], [7.159, 3.015, 2.591], [6.660, 1.456, 4.331], [-2.424, 3.376, -5.800], [-2.984, 2.402, -4.769], [-3.602, 3.027, -3.671], [-1.647, 2.914, -6.455], [-1.866, 4.153, -5.262], [-3.179, 3.997, -6.412], [-2.139, 1.728, -4.418], [-3.745, 1.795, -5.219], [-3.057, 3.629, -3.159], [-3.213, 6.325, -2.539], [-2.313, 5.560, -1.552], [-1.897, 4.284, -1.943], [-3.137, 7.379, -2.208], [-4.254, 5.909, -2.531], [-2.795, 6.367, -3.569], [-2.773, 5.532, -0.576], [-1.358, 6.128, -1.487], [-1.804, 3.682, -1.162], [-6.293, 1.272, -1.443], [-5.945, 0.975, -0.030], [-5.525, 2.142, 0.725], [-6.572, 0.303, -1.837], [-5.461, 1.655, -2.063], [-7.193, 1.927, -1.622], [-5.221, 0.183, 0.169], [-6.858, 0.655, 0.507], [-5.858, 2.971, 0.343], [0.109, 4.684, 2.745], [0.833, 5.258, 3.998], [-0.212, 6.199, 4.759], [0.310, 6.691, 6.104], [0.441, 5.489, 7.011], [1.448, 4.489, 6.402], [1.057, 4.205, 4.967], [1.930, 3.275, 4.393], [2.834, 5.030, 6.524], [1.331, 3.135, 7.145], [2.134, 6.003, 3.573], [0.836, 4.157, 2.195], [-0.431, 5.359, 2.059], [-0.719, 3.964, 3.040], [-0.631, 7.018, 4.115], [-1.108, 5.567, 5.012], [-0.380, 7.374, 6.521], [1.240, 7.319, 5.988], [-0.526, 5.058, 7.176], [0.824, 5.830, 7.988], [2.935, 6.033, 6.040], [3.072, 5.053, 7.585], [3.462, 4.284, 6.037], [2.180, 2.488, 6.961], [1.270, 3.195, 8.231], [0.475, 2.713, 6.713], [3.043, 5.423, 3.493], [2.423, 6.837, 4.248], [1.913, 6.410, 2.543], [1.257, 2.636, 4.092], [-3.427, 3.384, 3.153], [-3.784, 2.430, 4.283], [-4.425, 1.182, 3.573], [-4.632, 0.006, 4.532], [-3.341, -0.357, 5.350], [-2.751, 0.847, 6.055], [-2.551, 2.044, 5.080], [-2.232, 3.168, 5.925], [-3.537, 1.163, 7.341], [-1.343, 0.529, 6.511], [-4.798, 3.116, 5.163], [-2.840, 2.905, 2.348], [-2.943, 4.219, 3.700], [-4.369, 3.769, 2.762], [-5.407, 1.477, 3.254], [-3.820, 0.859, 2.735], [-4.949, -0.895, 4.037], [-5.405, 0.285, 5.283], [-2.537, -0.906, 4.854], [-3.658, -1.078, 6.119], [-4.582, 1.277, 7.136], [-3.418, 0.356, 8.047], [-3.148, 2.040, 7.855], [-0.608, 0.477, 5.705], [-1.011, 1.280, 7.229], [-1.289, -0.410, 7.039], [-5.016, 2.619, 6.050], [-5.811, 3.263, 4.744], [-4.472, 4.089, 5.480], [-1.664, 3.680, 5.337], [3.178, 3.628, -2.726], [2.256, 4.770, -2.200], [3.125, 6.079, -1.990], [3.675, 6.594, -3.348], [2.418, 6.926, -4.164], [1.418, 5.763, -4.411], [1.161, 5.154, -3.035], [0.399, 3.968, -3.325], [0.094, 6.287, -4.862], [1.926, 4.789, -5.510], [1.706, 4.400, -0.909], [2.413, 2.809, -2.892], [3.767, 3.312, -1.868], [3.807, 3.907, -3.532], [2.464, 6.801, -1.571], [3.884, 5.695, -1.299], [4.301, 5.847, -3.845], [4.248, 7.522, -3.255], [2.818, 7.359, -5.088], [2.006, 7.769, -3.581], [0.280, 6.785, -5.801], [-0.570, 5.476, -5.036], [-0.252, 6.973, -4.128], [2.331, 5.469, -6.257], [2.617, 4.044, -5.175], [1.066, 4.199, -5.908], [2.364, 4.395, -0.045], [1.137, 3.484, -0.970], [0.896, 5.049, -0.612], [-0.453, 3.939, -2.850], [0.257, -5.147, -0.395], [1.407, -5.570, 0.524], [0.928, -5.862, 2.016], [2.051, -6.455, 2.800], [2.616, -7.738, 2.169], [3.054, -7.460, 0.705], [1.951, -6.800, -0.044], [2.396, -6.533, -1.299], [4.356, -6.692, 0.716], [3.313, -8.860, 0.067], [2.393, -4.379, 0.632], [-0.371, -4.491, 0.259], [-0.232, -6.020, -0.801], [0.740, -4.578, -1.165], [0.659, -4.913, 2.558], [0.074, -6.524, 2.054], [1.680, -6.698, 3.786], [2.795, -5.701, 2.951], [1.841, -8.491, 2.221], [3.552, -8.089, 2.657], [4.399, -6.152, -0.237], [4.453, -6.005, 1.592], [5.175, -7.374, 0.891], [2.446, -9.478, 0.021], [3.705, -8.737, -0.926], [4.059, -9.387, 0.713], [2.922, -4.330, 1.599], [1.799, -3.469, 0.420], [3.215, -4.484, -0.085], [1.954, -7.173, -1.855], [-3.380, -5.849, 2.755], [-3.838, -4.513, 3.349], [-3.915, -3.393, 2.305], [-5.177, -3.345, 1.488], [-6.350, -3.221, 2.403], [-6.430, -4.414, 3.326], [-5.138, -4.471, 4.107], [-5.272, -5.583, 5.019], [-7.599, -4.233, 4.310], [-6.848, -5.753, 2.590], [-2.852, -4.057, 4.454], [-2.363, -5.819, 2.332], [-4.068, -6.176, 1.987], [-3.416, -6.564, 3.610], [-3.795, -2.501, 2.874], [-3.031, -3.446, 1.656], [-5.264, -4.244, 0.820], [-5.108, -2.501, 0.796], [-7.282, -3.013, 1.897], [-6.122, -2.375, 3.012], [-7.498, -3.241, 4.825], [-8.578, -4.226, 3.803], [-7.679, -5.091, 4.999], [-6.052, -6.311, 2.200], [-7.431, -6.416, 3.222], [-7.480, -5.494, 1.785], [-1.814, -3.907, 4.108], [-2.910, -4.702, 5.276], [-3.214, -3.135, 4.860], [-5.371, -5.114, 5.894], [-3.574, -4.325, -6.041], [-3.149, -4.108, -4.608], [-2.950, -2.591, -4.297], [-4.258, -1.777, -4.410], [-5.270, -2.318, -3.418], [-5.483, -3.908, -3.513], [-4.113, -4.526, -3.575], [-4.357, -5.977, -3.804], [-6.152, -4.423, -2.246], [-6.544, -4.330, -4.663], [-1.864, -4.918, -4.384], [-4.151, -5.236, -6.059], [-2.754, -4.332, -6.778], [-4.205, -3.543, -6.378], [-2.504, -2.637, -3.268], [-2.213, -2.167, -5.013], [-4.698, -1.686, -5.435], [-3.947, -0.773, -4.058], [-6.235, -1.786, -3.431], [-4.884, -2.067, -2.418], [-5.338, -4.401, -1.543], [-7.075, -3.921, -2.031], [-6.415, -5.468, -2.439], [-6.428, -3.544, -5.402], [-6.420, -5.355, -5.014], [-7.553, -4.099, -4.222], [-2.052, -5.889, -4.817], [-1.593, -4.896, -3.276], [-1.037, -4.462, -4.893], [-4.017, -6.368, -3.027], [4.590, -2.265, -1.295], [5.421, -1.565, -0.208], [5.892, -2.595, 0.837], [7.049, -2.055, 1.643], [8.172, -1.565, 0.756], [7.714, -0.405, -0.093], [6.600, -0.935, -0.909], [6.190, 0.126, -1.765], [7.529, 0.934, 0.750], [8.849, -0.078, -1.088], [4.493, -0.552, 0.514], [4.395, -1.652, -2.143], [3.522, -2.414, -0.905], [5.045, -3.199, -1.630], [4.986, -2.959, 1.361], [6.243, -3.441, 0.250], [7.467, -2.808, 2.339], [6.822, -1.181, 2.298], [8.624, -2.346, 0.105], [8.975, -1.218, 1.445], [6.660, 0.932, 1.426], [8.418, 0.938, 1.391], [7.448, 1.797, 0.067], [9.060, -0.806, -1.885], [8.655, 0.864, -1.648], [9.762, -0.004, -0.500], [4.178, 0.258, -0.154], [5.003, -0.101, 1.316], [3.605, -1.009, 1.028], [6.558, -0.020, -2.655], [-1.980, -0.026, -1.979], [-0.646, -0.310, -1.190], [0.427, 0.679, -1.653], [1.587, 0.706, -0.644], [1.133, 1.069, 0.765], [0.057, 0.196, 1.289], [-1.040, 0.059, 0.227], [-2.026, -0.874, 0.668], [0.600, -1.185, 1.764], [-0.468, 0.820, 2.561], [-0.217, -1.832, -1.304], [-1.888, -0.355, -3.014], [-2.212, 1.026, -2.044], [-2.882, -0.501, -1.515], [0.851, 0.483, -2.614], [0.100, 1.719, -1.620], [2.329, 1.384, -0.950], [2.079, -0.298, -0.658], [0.738, 2.047, 0.772], [1.921, 0.972, 1.536], [1.204, -0.960, 2.701], [-0.213, -1.855, 2.060], [1.252, -1.657, 1.074], [-1.263, 0.239, 2.949], [0.346, 0.750, 3.314], [-0.783, 1.889, 2.427], [0.761, -1.959, -0.833], [-0.318, -2.239, -2.363], [-0.872, -2.543, -0.742], [-1.616, -1.720, 0.616], [1.078, -1.534, -4.894], [1.611, -0.401, -5.692], [2.723, 0.240, -4.791], [3.402, 1.248, -5.659], [4.127, 0.570, -6.821], [3.238, -0.225, -7.798], [2.402, -1.069, -6.838], [1.479, -1.704, -7.652], [2.370, 0.750, -8.635], [4.080, -1.105, -8.662], [0.479, 0.559, -6.112], [1.919, -2.259, -4.748], [0.223, -2.090, -5.333], [0.745, -1.162, -3.922], [2.258, 0.839, -3.954], [3.423, -0.529, -4.454], [4.127, 1.829, -5.056], [2.649, 1.975, -5.982], [4.873, -0.143, -6.384], [4.640, 1.300, -7.397], [1.475, 0.220, -8.931], [2.051, 1.660, -8.086], [2.938, 1.017, -9.535], [3.535, -1.918, -9.201], [4.493, -0.480, -9.460], [4.903, -1.533, -8.103], [0.027, 0.819, -5.142], [-0.186, 0.045, -6.827], [0.781, 1.469, -6.518], [1.498, -2.584, -7.257]]
}

No. 2
{
  "formula": "C8H10",
  "method": "ωB97M-V with the def2-TZVPD basis set",
  "largest_force_ev_per_a": 8.35,
  "relative_energy_kcal_mol": 153.5,
  "energy_ev": -8451.614,
  "smiles": "C1=C2CC[C@H]3[C@@H](C1)[C@@H]23",
  "symbols": ["C", "C", "C", "C", "C", "C", "C", "C", "H", "H", "H", "H", "H", "H", "H", "H", "H", "H"],
  "positions_angstrom": [[1.514, 0.423, -0.580], [0.380, 1.242, -0.090], [-1.145, 0.800, -0.086], [-1.874, -0.520, -0.404], [-0.747, -1.479, 0.037], [1.704, -0.902, 0.233], [0.241, -0.932, 0.836], [-0.411, 0.545, 1.185], [2.258, 1.320, -0.479], [1.604, 0.110, -1.547], [0.462, 2.342, 0.164], [-1.928, 1.819, -0.341], [-2.024, -0.577, -1.342], [-2.897, -0.202, 0.190], [-0.770, -2.444, -0.608], [2.556, -0.735, 0.896], [1.877, -1.779, -0.326], [-0.799, 0.966, 2.263]]
}

No. 3
{
  "formula": "C8H10",
  "method": "ωB97M-V with the def2-TZVPD basis set",
  "largest_force_ev_per_a": 10.88,
  "relative_energy_kcal_mol": 80.8,
  "energy_ev": -8454.763,
  "smiles": "CCc1ccccc1",
  "symbols": ["C", "C", "C", "C", "C", "C", "C", "C", "H", "H", "H", "H", "H", "H", "H", "H", "H", "H"],
  "positions_angstrom": [[-2.573, -0.474, -0.014], [-1.625, 0.673, 0.019], [-0.149, 0.310, 0.021], [0.814, 1.279, -0.055], [2.135, 0.988, 0.011], [2.578, -0.376, 0.091], [1.681, -1.354, -0.009], [0.233, -1.076, -0.017], [-2.502, -0.987, 0.872], [-2.338, -1.211, -0.717], [-3.639, -0.028, 0.103], [-1.699, 1.481, 0.733], [-1.924, 1.256, -0.794], [0.557, 2.510, -0.013], [3.192, 1.773, -0.023], [3.761, -0.671, -0.147], [2.012, -2.195, 0.031], [-0.514, -1.898, -0.090]]
}

No. 4
{
  "formula": "C8H10BNO2",
  "method": "ωB97M-V with the def2-TZVPD basis set",
  "largest_force_ev_per_a": 5.15,
  "relative_energy_kcal_mol": 36.0,
  "energy_ev": -14718.931,
  "smiles": "OB(O)/N=C1\\C=CC=CC12CC2",
  "symbols": ["B", "C", "C", "C", "C", "C", "C", "C", "C", "N", "O", "O", "H", "H", "H", "H", "H", "H", "H", "H", "H", "H"],
  "positions_angstrom": [[3.162, -0.226, -0.139], [-1.630, 1.782, -0.349], [-0.730, 2.196, 0.652], [-1.506, 0.539, -0.837], [0.364, 1.413, 0.920], [-0.633, -0.473, -0.219], [0.641, 0.150, 0.163], [-1.010, -1.928, -0.648], [-1.647, -1.348, 0.610], [1.804, -0.143, -0.277], [3.708, -0.662, 1.031], [3.803, 0.043, -1.392], [-2.218, 2.695, -0.842], [-0.610, 3.195, 0.949], [-2.049, 0.251, -1.638], [1.241, 1.637, 1.527], [-1.490, -2.062, -1.522], [-0.400, -2.679, -0.355], [-2.729, -1.145, 0.748], [-1.244, -1.623, 1.529], [4.477, -1.101, 0.771], [4.607, 0.437, -1.589]]
}